The following is a DFT calculation (the ωB97M-V functional and the def2-TZVPD basis) of the molecule C18H17FN2O2.

Geometry (Å):
O 5.894 3.182 -0.366
C 4.726 2.452 -0.630
C 3.819 2.334 0.611
N 2.633 1.588 0.313
C 1.471 2.048 -0.197
C 0.657 0.960 -0.387
C 1.427 -0.148 0.032
C 1.101 -1.567 0.046
C 2.140 -2.488 0.144
C 1.900 -3.848 0.161
C 0.599 -4.309 0.077
C -0.454 -3.414 -0.012
C -0.222 -2.044 -0.026
O -1.212 -1.109 -0.092
C -2.558 -1.524 -0.062
C -3.434 -0.298 -0.017
C -3.041 0.809 0.726
C -3.837 1.938 0.782
C -5.036 1.940 0.094
F -5.821 3.037 0.146
C -5.454 0.851 -0.649
C -4.641 -0.267 -0.703
N 2.624 0.268 0.443
H 6.423 2.707 0.285
H 4.957 1.443 -0.998
H 4.204 3.000 -1.419
H 4.355 1.806 1.405
H 3.548 3.334 0.961
H 1.308 3.092 -0.372
H -0.338 0.951 -0.778
H 3.145 -2.102 0.209
H 2.721 -4.544 0.236
H 0.392 -5.369 0.083
H -1.460 -3.800 -0.073
H -2.748 -2.137 0.835
H -2.801 -2.126 -0.949
H -2.099 0.783 1.251
H -3.541 2.806 1.349
H -6.394 0.888 -1.175
H -4.952 -1.122 -1.284

The value obtained for the HOMO energy is -8.105 eV. As for the frontier orbital gap: 8.862 eV. The structure (SMILES) is OCCn1ccc(-c2ccccc2OCc2ccc(F)cc2)n1.

The natural (NBO) scheme yields these atomic charges, measured in e: -0.71 -0.06 -0.23 -0.16 -0.05 -0.31 0.10 -0.13 -0.15 -0.24 -0.19 -0.31 0.39 -0.52 -0.08 -0.06 -0.18 -0.28 0.40 -0.33 -0.28 -0.19 -0.27 0.46 0.17 0.18 0.21 0.21 0.22 0.24 0.23 0.21 0.21 0.21 0.19 0.18 0.23 0.23 0.23 0.21

=====

The following is a DFT calculation (the ωB97M-V functional and the def2-TZVPD basis) of the molecule C18H17N3O2S in a non-equilibrium geometry.

Geometry (Å):
C -5.630 -2.862 1.851
C -4.272 -2.477 1.352
C -3.989 -1.677 0.280
C -2.587 -1.575 0.179
O -1.991 -0.753 -0.505
N -2.029 -2.313 1.180
C -0.615 -2.366 1.548
C 0.230 -3.006 0.408
O 1.652 -2.763 0.488
C 2.200 -1.612 -0.042
C 3.579 -1.441 0.147
C 4.196 -0.271 -0.255
C 3.473 0.776 -0.837
C 2.088 0.622 -1.020
C 1.457 -0.554 -0.577
N 1.243 1.574 -1.642
C 1.542 2.908 -1.522
C 0.466 3.826 -1.484
C 0.692 5.217 -1.420
C 1.992 5.690 -1.358
C 3.032 4.798 -1.270
C 2.857 3.406 -1.372
S 4.256 2.310 -1.323
N -3.070 -2.846 1.963
H -5.711 -2.737 2.924
H -5.828 -3.929 1.662
H -6.427 -2.288 1.369
H -4.682 -1.179 -0.381
H -0.220 -1.357 1.749
H -0.497 -2.926 2.446
H -0.093 -2.672 -0.538
H 0.064 -4.096 0.410
H 4.178 -2.267 0.544
H 5.278 -0.140 -0.133
H 0.381 -0.649 -0.669
H 0.258 1.316 -1.693
H -0.543 3.464 -1.496
H -0.152 5.898 -1.455
H 2.194 6.758 -1.281
H 4.027 5.208 -1.189
H -3.001 -3.012 2.959

The value obtained for the HOMO energy is -6.906 eV. As for the frontier orbital gap: 7.337 eV. The structure (SMILES) is Cc1cc(=O)n(CCOc2ccc3c(c2)Nc2ccccc2S3)[nH]1.

The natural (NBO) scheme yields these atomic charges, measured in e: -0.65 0.22 -0.39 0.58 -0.68 -0.24 -0.24 -0.06 -0.50 0.32 -0.28 -0.18 -0.26 0.27 -0.37 -0.60 0.15 -0.24 -0.20 -0.24 -0.20 -0.20 0.29 -0.41 0.22 0.23 0.24 0.24 0.22 0.21 0.20 0.19 0.23 0.22 0.25 0.41 0.21 0.21 0.21 0.22 0.41